Record 1
Formula: C5H11N
Source: OMol25
Level of theory: ωB97M-V with the def2-TZVPD basis set

```
17
Properties=species:S:1:pos:R:3:forces:R:3:nbo_charge:R:1
C -2.230969 -0.701718 -1.107302 -0.222 -0.001 -0.125 -0.61
C -1.399397 -0.201513 0.054165 -0.376 0.224 -0.076 -0.41
C 0.033913 -0.023213 -0.329698 -0.695 0.660 -0.018 -0.19
N 0.673167 0.588703 0.912727 0.327 -2.051 -0.881 -0.47
C 1.948738 -0.090230 0.632199 1.554 -0.300 0.515 -0.25
C 1.965153 1.271136 1.116007 0.468 0.070 -0.115 -0.24
H -2.087673 -0.048467 -1.975286 -0.139 -0.104 0.052 0.20
H -3.288681 -0.699008 -0.842500 -0.027 -0.090 -0.143 0.21
H -1.952342 -1.720307 -1.406684 -0.034 0.172 0.080 0.20
H -1.725974 0.769996 0.423266 -0.413 -0.011 -0.008 0.20
H -1.432255 -0.896011 0.906988 -0.043 0.219 -0.216 0.21
H 0.215238 0.559524 -1.239485 -0.285 0.277 0.019 0.18
H 0.399278 -1.053098 -0.593747 0.004 0.866 0.542 0.17
H 2.044099 -0.984863 1.221986 0.836 -0.110 0.260 0.20
H 2.226722 -0.163278 -0.421286 -0.029 -0.317 0.246 0.17
H 2.268531 1.316848 2.161354 -0.736 0.600 -0.033 0.21
H 2.342451 2.075499 0.487296 -0.189 -0.104 -0.099 0.19
```
Positions in Å, forces in eV/Å.

Properties
SMILES: CCCN1CC1
Multiplicity: 1
Kohn-Sham gap, Ha: 0.3712
E_HOMO, eV: -8.93
LUMO energy, eV: 1.17



Record 2
Formula: C5H11N
Source: OMol25
Level of theory: ωB97M-V with the def2-TZVPD basis set

```
17
Properties=species:S:1:pos:R:3:forces:R:3:nbo_charge:R:1
C -1.097345 1.222293 0.016189 -0.358 1.032 -1.584 -0.60
C -0.414953 -0.155324 -0.256385 0.240 2.114 1.772 -0.26
C -1.411748 -1.222994 0.077028 -1.777 -1.673 1.861 -0.61
C 0.877708 -0.248481 0.516345 1.275 0.142 -1.408 -0.07
C 2.078489 0.551828 0.046922 -0.538 -1.460 1.869 -0.28
H -2.066135 1.148591 -0.545603 0.623 0.455 0.464 0.20
H -0.524546 2.128099 -0.433738 -0.795 -1.627 0.788 0.21
H -1.366512 1.470255 1.051241 0.362 -0.394 -0.104 0.21
H -0.205707 -0.091738 -1.320188 0.228 -0.550 -0.239 0.20
H -2.178647 -1.100459 -0.694081 -0.023 -0.886 -0.062 0.21
H -2.076008 -1.050084 1.064667 1.917 -0.019 -1.844 0.21
H -1.009256 -2.308639 0.199058 -0.638 1.935 -0.662 0.23
H 0.801358 -0.401323 1.590964 -0.025 -0.325 -0.187 0.21
H 2.802684 0.919053 0.806354 -0.566 -0.291 -0.797 0.20
H 1.864823 1.167179 -0.786584 0.187 0.569 -0.813 0.19
H 1.906146 -1.086303 -1.192760 -0.415 0.050 2.043 0.35
N 2.019641 -0.941959 -0.139432 0.303 0.928 -1.097 -0.60
```
Positions in Å, forces in eV/Å.

Properties
SMILES: CC(C)[C@@H]1CN1
Multiplicity: 1
Kohn-Sham gap, Ha: 0.3808
E_HOMO, eV: -9.22
LUMO energy, eV: 1.14



Record 3
Formula: C5H11N
Source: OMol25
Level of theory: ωB97M-V with the def2-TZVPD basis set

```
17
Properties=species:S:1:pos:R:3:forces:R:3:nbo_charge:R:1
C -1.813843 0.994725 -0.683858 -0.130 0.074 0.019 -0.60
C -1.398014 -0.136733 0.251949 -0.181 -0.032 0.043 -0.22
N -0.083413 -0.546388 -0.170668 -0.079 0.174 -0.274 -0.44
C 0.591388 -1.771766 0.052879 0.300 -0.026 -0.118 -0.22
C 1.132417 -0.410509 0.552244 -0.016 0.076 0.146 -0.07
C 1.992175 0.745615 0.017893 0.127 -0.214 -0.017 -0.61
H -2.811743 1.375858 -0.454276 0.036 0.003 -0.011 0.20
H -1.093861 1.819246 -0.617483 -0.170 -0.129 0.040 0.20
H -1.791002 0.631249 -1.716774 -0.075 0.073 0.184 0.21
H -1.411672 0.197473 1.302292 0.027 -0.106 -0.134 0.17
H -2.084198 -0.986677 0.161238 0.014 0.105 0.016 0.19
H 0.122567 -2.458574 0.782292 0.620 0.410 0.068 0.18
H 0.994374 -2.304711 -0.807752 -0.024 0.266 -0.032 0.19
H 1.147651 -0.428174 1.647625 -0.542 0.259 -0.022 0.17
H 2.985668 0.843105 0.465936 -0.070 -0.265 -0.047 0.21
H 1.445806 1.668398 0.289306 0.146 -0.382 -0.031 0.21
H 2.075703 0.767861 -1.072844 0.016 -0.286 0.171 0.22
```
Positions in Å, forces in eV/Å.

Properties
SMILES: CCN1C[C@H]1C
Multiplicity: 1
Kohn-Sham gap, Ha: 0.3658
E_HOMO, eV: -8.73
LUMO energy, eV: 1.22



Record 4
Formula: C5H11N
Source: OMol25
Level of theory: ωB97M-V with the def2-TZVPD basis set

```
17
Properties=species:S:1:pos:R:3:forces:R:3:nbo_charge:R:1
C 0.555451 -1.118690 -1.447269 -0.235 -1.949 -0.684 -0.65
C 0.688601 0.186621 -0.724426 -2.350 -1.872 2.743 0.00
C 1.505079 1.130948 -1.429271 2.126 0.506 -1.841 -0.63
C 0.021175 0.465640 0.430976 0.652 1.126 -0.268 -0.21
C -0.740740 -0.527075 1.319818 0.626 -1.083 -1.425 -0.25
H -0.264577 -1.888346 -1.192946 0.991 1.682 -0.063 0.22
H 1.481259 -1.722601 -1.378516 -0.170 0.351 0.029 0.22
H 0.466523 -0.889477 -2.532760 -0.089 -0.209 0.539 0.21
H 2.506041 0.680965 -1.820334 -1.582 0.596 0.892 0.21
H 0.951190 1.344300 -2.350197 0.269 0.620 -0.070 0.22
H 1.730574 2.011339 -0.836249 -0.056 0.230 -0.211 0.22
H 0.025766 1.566434 0.742293 0.189 -1.667 0.028 0.20
H -0.045875 -1.041643 2.060406 -0.806 0.694 -0.889 0.20
H -1.163523 -1.286210 0.618757 0.827 -0.102 0.426 0.17
H -2.445169 -0.624732 2.513441 1.032 0.914 -0.826 0.36
H -2.472736 0.529044 1.303663 0.577 -0.452 0.716 0.35
N -1.849553 0.070894 1.996210 -2.002 0.615 0.906 -0.84
```
Positions in Å, forces in eV/Å.

Properties
SMILES: CC(C)=CCN
Multiplicity: 1
Kohn-Sham gap, Ha: 0.3535
E_HOMO, eV: -8.57
LUMO energy, eV: 1.05



Record 5
Formula: C5H11N
Source: OMol25
Level of theory: ωB97M-V with the def2-TZVPD basis set

```
17
Properties=species:S:1:pos:R:3:forces:R:3:nbo_charge:R:1
C 1.302589 0.524943 0.835462 -0.168 -0.833 0.260 -0.19
C 0.428906 0.960846 -0.371109 0.818 -0.723 2.333 -0.45
C -0.763766 0.065426 -0.534150 0.082 -0.526 -1.243 0.04
C -0.783129 -0.958624 -1.409063 -0.848 0.027 0.532 -0.43
C -1.954977 0.323794 0.339923 -0.047 1.683 -0.414 -0.65
N 1.679133 -0.878998 0.749543 0.277 -0.244 -0.890 -0.87
H 0.750001 0.682453 1.770624 0.146 0.565 0.012 0.16
H 2.244313 1.070052 0.805228 -0.162 0.385 0.322 0.19
H 1.131353 1.021445 -1.193633 -0.529 -0.042 -0.540 0.23
H 0.044417 1.933108 -0.057272 0.134 0.255 -0.536 0.21
H -1.748721 -1.199545 -1.852006 -0.038 -0.809 0.689 0.19
H 0.029798 -1.655574 -1.558978 0.579 0.800 -1.054 0.21
H -2.128950 1.400129 0.463962 0.125 0.016 0.157 0.20
H -2.906622 -0.048858 -0.025743 0.133 -0.614 -0.023 0.23
H -1.703123 -0.062055 1.328492 -0.283 -0.190 0.037 0.22
H 0.915521 -1.527316 0.637540 -0.145 0.104 0.181 0.36
H 2.332344 -1.206096 1.440818 -0.076 0.147 0.177 0.37
```
Positions in Å, forces in eV/Å.

Properties
SMILES: C=C(C)CCN
Multiplicity: 1
Kohn-Sham gap, Ha: 0.3503
E_HOMO, eV: -8.42
LUMO energy, eV: 1.11



Record 6
Formula: C5H11N
Source: OMol25
Level of theory: ωB97M-V with the def2-TZVPD basis set

```
17
Properties=species:S:1:pos:R:3:forces:R:3:nbo_charge:R:1
C 0.032203 1.512675 1.414766 -0.125 -0.305 -0.316 -0.61
C 0.213536 1.657428 -0.094789 0.552 0.148 0.163 -0.40
C 1.126855 0.585683 -0.692669 -0.776 -0.540 0.392 -0.40
C 0.604116 -0.839155 -0.463157 0.524 -0.501 0.402 -0.26
C -1.283685 -2.061124 0.036952 0.756 -0.242 0.459 -0.05
N -0.834823 -1.040420 -0.542260 -0.414 0.208 -0.622 -0.39
H -0.510898 2.361195 1.825888 0.079 0.076 0.079 0.21
H -0.559949 0.620142 1.622810 0.069 -0.026 0.162 0.20
H 1.001105 1.414801 1.906568 -0.034 0.066 0.141 0.20
H -0.765701 1.636037 -0.569460 0.050 0.092 -0.187 0.21
H 0.705873 2.613706 -0.288006 -0.292 0.149 -0.132 0.20
H 1.285337 0.744343 -1.758012 0.005 0.173 -0.024 0.21
H 2.088278 0.607369 -0.176001 0.172 0.224 -0.220 0.20
H 0.962965 -1.214597 0.508449 -0.060 0.153 0.013 0.17
H 1.074518 -1.512230 -1.188100 -0.110 0.106 -0.121 0.21
H -0.598799 -2.687805 0.631361 -0.184 -0.128 -0.015 0.13
H -2.314512 -2.390910 0.001388 -0.211 0.346 -0.176 0.17
```
Positions in Å, forces in eV/Å.

Properties
SMILES: C=NCCCC
Multiplicity: 1
Kohn-Sham gap, Ha: 0.3990
E_HOMO, eV: -9.64
LUMO energy, eV: 1.21



Record 7
Formula: C5H11N
Source: OMol25
Level of theory: ωB97M-V with the def2-TZVPD basis set

```
17
Properties=species:S:1:pos:R:3:forces:R:3:nbo_charge:R:1
C 2.148367 -0.453105 -0.746841 -0.112 -0.446 0.138 -0.61
C 1.139121 -0.561097 0.390139 0.349 0.000 0.453 -0.41
C 0.264760 0.681076 0.534661 -0.097 -0.304 0.958 -0.39
C -0.899566 0.729721 -0.435090 0.553 0.310 -0.422 -0.25
C -2.734988 -0.415016 0.361618 0.156 0.078 -0.273 -0.06
N -1.705725 -0.463353 -0.364103 -0.147 -0.296 0.139 -0.39
H 2.774760 -1.348235 -0.784538 0.012 0.103 -0.053 0.21
H 1.669920 -0.352839 -1.717695 -0.069 0.079 -0.119 0.20
H 2.793366 0.409008 -0.578996 0.056 0.037 -0.082 0.20
H 0.497463 -1.437464 0.341256 -0.107 -0.084 -0.539 0.22
H 1.689642 -0.762375 1.316937 0.075 0.436 0.004 0.20
H -0.131353 0.708011 1.558616 -0.103 -0.060 -0.103 0.20
H 0.834169 1.604894 0.442914 0.235 0.026 -0.181 0.20
H -0.466354 0.843730 -1.434276 -0.321 -0.192 -0.097 0.20
H -1.477630 1.623133 -0.230734 -0.329 0.371 0.070 0.17
H -3.057413 0.501330 0.869079 -0.034 0.002 0.059 0.14
H -3.338538 -1.307422 0.477049 -0.113 -0.060 0.051 0.17
```
Positions in Å, forces in eV/Å.

Properties
SMILES: C=NCCCC
Multiplicity: 1
Kohn-Sham gap, Ha: 0.3978
E_HOMO, eV: -9.63
LUMO energy, eV: 1.19



Record 8
Formula: C5H11N
Source: OMol25
Level of theory: ωB97M-V with the def2-TZVPD basis set

```
17
Properties=species:S:1:pos:R:3:forces:R:3:nbo_charge:R:1
C 1.339343 -0.610892 1.284865 -0.957 -0.113 -0.824 -0.64
C -0.221022 -0.543410 1.009896 -3.100 -1.428 -0.287 -0.03
C -0.643067 -0.598500 -0.585629 3.731 0.879 1.387 -0.45
C -0.046067 0.682814 -1.263071 0.627 -2.507 -2.081 -0.20
C 0.390242 0.575199 -2.538855 0.851 3.201 1.144 -0.39
N -0.845925 0.550280 1.801541 -2.651 -0.328 0.587 -0.85
H 1.776780 0.357895 1.094843 -0.240 0.759 0.427 0.21
H 1.681960 -0.974947 2.252960 -0.629 0.206 0.174 0.23
H 1.921450 -1.164283 0.560595 -0.439 -0.807 -0.463 0.21
H -0.982279 -1.368794 1.433059 2.884 0.667 -0.712 0.20
H -1.645081 -0.690966 -0.858576 -2.173 0.304 0.639 0.21
H -0.265043 -1.590672 -0.996619 0.352 1.454 0.270 0.21
H 0.172185 1.603617 -0.737043 -0.344 -0.133 0.338 0.20
H 0.945227 1.440425 -3.041446 -0.972 -1.164 0.787 0.19
H 0.302738 -0.273596 -3.145194 -0.265 -1.303 -0.533 0.19
H -1.020161 1.471351 1.425328 1.129 0.288 -0.807 0.35
H -1.882879 0.306736 1.958073 2.196 0.025 -0.046 0.35
```
Positions in Å, forces in eV/Å.

Properties
SMILES: C=CC[C@@H](C)N
Multiplicity: 1
Kohn-Sham gap, Ha: 0.3803
E_HOMO, eV: -9.24
LUMO energy, eV: 1.11



Record 9
Formula: C5H11N
Source: OMol25
Level of theory: ωB97M-V with the def2-TZVPD basis set

```
17
Properties=species:S:1:pos:R:3:forces:R:3:nbo_charge:R:1
C 0.182061 -1.996733 -0.905867 -0.164 3.022 0.388 -0.62
C -0.246073 -1.549684 0.529318 -1.316 1.573 -1.202 -0.40
C 0.685689 -0.292882 0.916297 0.780 -4.857 2.185 -0.44
C 0.444748 0.847590 0.100135 -1.012 7.085 0.876 -0.27
C -1.119053 2.667930 -0.234546 0.299 -0.713 -0.199 -0.09
N -1.004023 1.426921 0.079486 0.245 0.288 -1.153 -0.40
H -0.525953 -2.642374 -1.368257 -0.162 -0.706 -0.469 0.22
H 0.230758 -1.016228 -1.492921 -1.016 -1.151 0.428 0.20
H 1.218859 -2.185909 -1.086516 0.731 -1.379 0.592 0.21
H -1.417665 -1.332028 0.442981 2.555 0.458 0.086 0.21
H -0.315555 -2.246339 1.340821 0.899 -0.905 0.182 0.21
H 0.659979 -0.145318 2.035295 -0.604 0.467 -1.184 0.22
H 1.798491 -0.661927 0.856985 -1.889 0.662 -0.504 0.22
H 0.713883 0.942836 -0.941270 0.309 -0.980 -0.195 0.22
H 0.996417 1.768319 0.581049 -0.277 -1.571 -0.838 0.18
H -0.160550 3.315611 -0.203757 -1.535 -0.474 -0.402 0.14
H -2.142013 3.100214 -0.649232 2.160 -0.820 1.409 0.19
```
Positions in Å, forces in eV/Å.

Properties
SMILES: C=NCCCC
Multiplicity: 1
Kohn-Sham gap, Ha: 0.3810
E_HOMO, eV: -9.24
LUMO energy, eV: 1.13



Record 10
Formula: C5H11N
Source: OMol25
Level of theory: ωB97M-V with the def2-TZVPD basis set

```
17
Properties=species:S:1:pos:R:3:forces:R:3:nbo_charge:R:1
C -1.900045 0.502828 0.767932 -0.801 -0.651 -0.794 -0.43
C 0.264188 -0.164254 -0.304732 -1.587 -1.513 0.894 0.06
C 0.779245 -0.816540 0.907181 0.824 1.051 3.593 -0.62
C 1.084431 -0.338784 -1.535694 0.501 0.598 1.009 -0.42
C 1.027912 0.966063 -0.765403 0.705 2.051 0.137 -0.42
H -1.799227 0.058346 1.797934 0.689 0.514 -0.827 0.17
H -1.573123 1.586648 0.686889 -0.896 -1.228 0.568 0.21
H -2.993208 0.286893 0.564238 0.999 1.109 0.114 0.21
H -1.407622 -1.129980 -0.492294 -0.921 -0.462 0.224 0.35
H 0.575243 -1.870170 1.161120 -0.360 0.410 -0.508 0.21
H 1.850048 -0.674458 1.023809 0.453 -0.343 -0.558 0.21
H 0.500197 -0.149969 1.821061 -0.178 -1.316 -1.245 0.20
H 1.977643 -0.951536 -1.493507 -0.144 0.096 0.070 0.22
H 0.593862 -0.265846 -2.444148 -0.831 -0.219 -1.697 0.22
H 0.364002 1.740814 -1.145291 0.447 -0.026 -0.420 0.22
H 1.877110 1.373777 -0.173276 -0.657 -0.591 -0.508 0.21
N -1.220654 -0.153833 -0.375818 1.759 0.519 -0.051 -0.62
```
Positions in Å, forces in eV/Å.

Properties
SMILES: CNC1(C)CC1
Multiplicity: 1
Kohn-Sham gap, Ha: 0.3691
E_HOMO, eV: -8.91
LUMO energy, eV: 1.13



| no. | total energy (eV) |
| --- | --- |
| 1 | -6850.299 |
| 2 | -6851.690 |
| 3 | -6851.701 |
| 4 | -6852.257 |
| 5 | -6851.910 |
| 6 | -6852.620 |
| 7 | -6852.706 |
| 8 | -6851.184 |
| 9 | -6850.780 |
| 10 | -6851.687 |